a:
Here is a 3-piece molecular cluster, C3H11NO3 overall from the Open Molecules 2025 dataset. Energies are from wB97M-V/def2-TZVPD.

Geometry as XYZ:
```
18
C3H11NO3 wB97M-V/def2-TZVPD
O 0.1322 -2.6448 1.4370
O -0.3977 -2.5157 -1.3570
O 0.6041 0.0662 1.7470
N -0.4486 2.0067 1.3473
C 0.1680 0.8529 0.9367
C 0.0663 1.7097 -1.5304
C 0.1872 0.5547 -0.5410
H -0.2928 2.2553 2.3161
H 0.2617 -1.7566 1.7872
H 1.0113 2.2533 -1.6310
H -0.2243 1.3482 -2.5140
H 1.0748 -0.0393 -0.7349
H 0.6742 -3.2145 1.9886
H -0.4847 2.7886 0.7207
H -0.2147 -2.6559 -0.4148
H -0.6839 2.4477 -1.2299
H -0.7639 -3.3467 -1.6679
H -0.6693 -0.1098 -0.6596
```

Its structure (SMILES) is CCC(N)=O.O.O. As for the charge: 0. As for the LUMO energy: 0.856 eV. For the HOMO energy, the calculation gives -10.0945 eV.

natural (NBO) atomic charge list, values in e, 6 entries:
1 O -0.9824
2 O -0.9783
3 O -0.6620
4 N -0.8202
5 C 0.7043
6 C -0.6082

---

b:
Here is C3H11NO3 as an isolated structure from the Open Molecules 2025 dataset. Energies are from wB97M-V/def2-TZVPD.

Geometry as XYZ:
```
18
C3H11NO3 wB97M-V/def2-TZVPD
O -0.8967 1.3850 1.6330
O 2.0384 -0.0506 0.3725
O -0.1414 -0.7019 1.4279
N 2.7654 -0.9131 -0.4120
C -0.9295 0.1995 0.9132
C -2.3307 -0.2646 0.5739
C 0.3789 0.4126 -1.5810
H -0.5488 0.6353 -2.1032
H 1.2173 1.0244 -1.8791
H -0.2569 0.5246 -0.3541
H 3.2285 -1.6180 0.1576
H 0.6448 -0.6340 -1.6130
H -2.2989 -1.2207 0.0598
H -2.8061 0.4565 -0.0916
H 3.4638 -0.3809 -0.9266
H -1.5678 1.9972 1.3062
H 0.9686 -0.5003 1.0350
H -2.9290 -0.3508 1.4817
```

As for the charge: 0. As for the LUMO energy (alpha / beta): -0.958 / -0.959 eV. For the HOMO energy (alpha / beta), the calculation gives -7.0957 / -7.0926 eV.

natural (NBO) atomic charge list, values in e, 6 entries:
1 O -0.6559
2 O -0.6872
3 O -0.6565
4 N -0.5500
5 C 0.6843
6 C -0.6909

---

Most stable: a